The following is a DFT calculation (wB97M-V/def2-TZVPD) of one molecule with the formula C4H6Cl2 in a non-equilibrium geometry.

## Properties
Maximum force ... 11.667 eV/Å
2S+1 ... 1
Gap between HOMO and LUMO ... 10.67 eV
Electronic energy ... -1076.277949 a.u.
ΔE to the lowest compared entry with this formula, charge and spin ... 65.39 kcal per mole
Structure (SMILES) ... ClC[C@H]1C[C@@H]1Cl

Each line ends with the Mulliken charge.
Cartesian coordinates (Å):
C: -1.76 0.79 -0.43  -0.45
C: -0.14 1.03 -0.35  -0.10
C: 0.43 0.75 1.12  -0.78
C: 0.74 -0.16 -0.11  -0.07
H: -2.41 1.49 -0.02  0.37
H: -1.95 0.90 -1.65  0.25
H: 0.15 1.95 -1.09  0.28
H: -0.16 0.40 1.76  0.38
H: 1.37 1.46 1.29  0.22
H: 0.17 -1.04 -0.22  0.31
Cl: -2.16 -0.77 0.10  -0.19
Cl: 2.58 -0.39 -0.18  -0.21